No. 1
{"formula": "C5H14NO", "method": "ωB97M-V with the def2-TZVPD basis set", "symbols": ["C", "C", "C", "C", "C", "N", "H", "H", "H", "H", "H", "H", "H", "H", "H", "H", "H", "H", "H", "H", "O"], "positions_angstrom": [[2.189, 0.331, 0.903], [1.075, -0.234, 1.816], [0.370, -1.383, 1.012], [-0.685, -0.919, 0.117], [-1.562, -1.725, -0.468], [-0.936, 0.549, -0.077], [2.690, 1.157, 1.410], [2.912, -0.439, 0.666], [1.916, 0.697, -0.094], [1.561, -0.544, 2.734], [0.317, 0.513, 2.057], [-0.048, -2.005, 1.816], [1.128, -2.054, 0.611], [-2.393, -1.507, -1.117], [-1.361, -2.772, -0.278], [-1.187, 0.668, -1.065], [-1.814, 0.801, 0.373], [-0.108, 1.089, 0.151], [-0.321, 3.160, -2.259], [-0.919, 2.031, -3.363], [-0.490, 2.291, -2.619]], "fmax_ev_per_a": 5.6, "gap_ha": 0.404, "total_charge": 1, "de_lowest_kj_mol": 209.74, "homo_energy_ev": -14.29}


No. 2
{"formula": "C3Cl2N2", "method": "ωB97M-V with the def2-TZVPD basis set", "symbols": ["N", "C", "C", "Cl", "Cl", "C", "N"], "positions_angstrom": [[2.196, 1.496, 0.023], [1.232, 0.861, 0.011], [-0.003, 0.051, 0.006], [-0.050, -0.961, 1.466], [-0.008, -0.970, -1.463], [-1.175, 0.930, -0.013], [-2.102, 1.614, -0.035]], "fmax_ev_per_a": 1.0, "gap_ha": 0.439, "de_lowest_kj_mol": 0.00, "homo_energy_ev": -12.33, "smiles": "N#CC(Cl)(Cl)C#N"}


No. 3
{"formula": "C35H38CeFN11O4S", "method": "ωB97M-V with the def2-TZVPD basis set", "symbols": ["Ce", "C", "C", "N", "C", "C", "C", "C", "C", "C", "C", "N", "C", "C", "N", "N", "H", "H", "H", "H", "H", "H", "H", "H", "H", "H", "H", "H", "H", "H", "H", "H", "H", "H", "S", "C", "N", "N", "C", "C", "C", "C", "C", "C", "N", "N", "C", "C", "C", "C", "C", "C", "H", "H", "H", "H", "H", "H", "H", "H", "H", "H", "H", "C", "C", "C", "N", "C", "C", "H", "H", "H", "H", "H", "F", "C", "C", "N", "C", "C", "O", "O", "C", "O", "N", "C", "O", "H", "H", "H", "H"], "positions_angstrom": [[-0.308, 0.560, 0.306], [0.382, 3.450, 2.791], [0.826, 3.863, 1.397], [-0.060, 3.290, 0.378], [-1.375, 3.939, 0.328], [-2.431, 3.233, 1.140], [-3.619, 3.881, 1.459], [-4.571, 3.200, 2.200], [-4.293, 1.911, 2.627], [-3.086, 1.333, 2.262], [-2.752, -0.079, 2.678], [-1.309, -0.334, 2.729], [-0.676, 0.046, 3.997], [-0.416, 1.543, 4.068], [0.360, 1.991, 2.909], [-2.189, 1.974, 1.507], [-0.634, 3.813, 2.959], [1.022, 3.923, 3.544], [1.841, 3.503, 1.211], [0.844, 4.958, 1.343], [0.345, 3.444, -0.546], [-1.694, 3.958, -0.716], [-1.314, 4.985, 0.650], [-3.790, 4.896, 1.125], [-5.509, 3.675, 2.456], [-4.995, 1.357, 3.236], [-3.180, -0.753, 1.931], [-3.235, -0.297, 3.637], [-1.187, -1.332, 2.601], [0.274, -0.484, 4.065], [-1.291, -0.247, 4.856], [0.082, 1.775, 5.016], [-1.367, 2.080, 4.066], [1.315, 1.665, 3.030], [-1.697, -1.850, -0.059], [-0.606, -2.580, -1.219], [-1.146, -3.430, -2.068], [-0.460, -4.228, -2.861], [0.829, -4.781, -2.737], [1.388, -5.078, -1.495], [2.623, -5.695, -1.423], [3.317, -6.023, -2.582], [2.751, -5.750, -3.817], [1.510, -5.137, -3.898], [0.721, -2.311, -1.339], [1.193, -1.254, -0.828], [2.563, -1.060, -1.073], [3.402, -2.038, -1.612], [4.748, -1.769, -1.787], [5.276, -0.535, -1.430], [4.447, 0.440, -0.891], [3.103, 0.179, -0.710], [-1.016, -4.563, -3.630], [0.844, -4.838, -0.592], [3.047, -5.929, -0.455], [4.285, -6.502, -2.520], [3.277, -6.013, -4.725], [1.069, -4.924, -4.865], [2.986, -2.999, -1.880], [5.393, -2.530, -2.206], [6.329, -0.333, -1.575], [4.856, 1.405, -0.619], [2.446, 0.946, -0.305], [3.342, -2.979, 2.851], [2.078, -3.356, 2.423], [1.209, -2.382, 1.963], [1.523, -1.082, 1.906], [2.744, -0.736, 2.322], [3.680, -1.637, 2.800], [4.046, -3.713, 3.220], [1.767, -4.391, 2.438], [0.223, -2.655, 1.603], [2.995, 0.318, 2.261], [4.653, -1.289, 3.120], [-5.236, 3.925, -4.630], [-4.530, 3.211, -3.757], [-3.358, 2.669, -4.110], [-2.609, 1.915, -3.234], [-1.268, 1.433, -3.563], [-0.300, 2.031, -2.510], [-0.299, 3.258, -2.412], [0.355, 1.208, -1.797], [-3.025, 1.718, -1.950], [-2.366, 1.073, -1.132], [-4.220, 2.282, -1.615], [-5.076, 3.059, -2.417], [-6.096, 3.515, -1.973], [-2.956, 2.804, -5.103], [-0.995, 1.797, -4.548], [-1.237, 0.345, -3.531], [-4.534, 2.120, -0.668]], "s2": 0.751, "fmax_ev_per_a": 1.6, "gap_ha": [0.226, 0.225], "spin_multiplicity": 2, "total_charge": 1, "de_lowest_kj_mol": 0.00, "homo_energy_ev": [-9.28, -9.28]}


No. 4
{"formula": "C31H49CoN2O8P5", "method": "ωB97M-V with the def2-TZVPD basis set", "symbols": ["Co", "C", "P", "C", "C", "C", "P", "C", "C", "H", "H", "H", "H", "H", "H", "H", "H", "H", "H", "H", "H", "H", "H", "H", "H", "O", "C", "O", "C", "P", "C", "C", "C", "C", "C", "C", "C", "C", "C", "C", "C", "C", "H", "H", "H", "H", "H", "H", "H", "H", "H", "H", "H", "H", "N", "C", "C", "P", "O", "O", "O", "P", "O", "O", "O", "H", "H", "H", "H", "H", "H", "H", "H", "C", "N", "C", "C", "C", "C", "C", "C", "C", "C", "H", "H", "H", "H", "H", "H", "H", "H", "H", "H", "H", "H", "H"], "positions_angstrom": [[0.598, 0.222, 0.480], [-0.035, -0.598, 4.279], [-0.557, -0.686, 2.510], [-2.249, -0.017, 2.779], [-0.911, -2.524, 2.502], [-1.167, -3.106, 1.122], [0.217, -2.754, -0.060], [-0.401, -3.785, -1.474], [1.434, -4.002, 0.577], [-0.770, -1.107, 4.901], [0.013, 0.449, 4.557], [0.945, -1.042, 4.434], [-2.856, -0.712, 3.359], [-2.724, 0.212, 1.830], [-2.141, 0.927, 3.307], [-1.771, -2.726, 3.149], [-0.048, -3.015, 2.956], [-2.065, -2.657, 0.695], [-1.312, -4.193, 1.182], [-0.662, -4.788, -1.139], [0.386, -3.851, -2.224], [-1.280, -3.329, -1.918], [1.075, -5.011, 0.388], [1.575, -3.865, 1.644], [2.397, -3.862, 0.093], [1.407, 0.288, -3.609], [0.561, 0.402, -2.680], [0.799, 0.947, -1.585], [-0.804, -0.226, -2.872], [-1.668, -0.050, -1.232], [-2.658, 1.437, -1.670], [-2.006, 2.577, -2.133], [-2.734, 3.668, -2.574], [-4.118, 3.649, -2.537], [-4.769, 2.540, -2.030], [-4.045, 1.444, -1.599], [-2.998, -1.306, -1.454], [-3.805, -1.541, -0.343], [-4.799, -2.500, -0.365], [-5.005, -3.255, -1.509], [-4.213, -3.033, -2.624], [-3.221, -2.065, -2.597], [-0.625, -1.278, -3.107], [-1.360, 0.222, -3.699], [-0.926, 2.603, -2.146], [-2.221, 4.542, -2.951], [-4.689, 4.492, -2.899], [-5.850, 2.517, -1.984], [-4.576, 0.584, -1.219], [-3.654, -0.936, 0.541], [-5.407, -2.668, 0.513], [-5.794, -3.993, -1.540], [-4.370, -3.616, -3.521], [-2.638, -1.894, -3.488], [0.865, 4.321, 0.272], [0.583, 4.039, 1.703], [0.591, 5.303, 2.523], [-1.093, 3.242, 1.413], [-1.836, 3.233, 2.851], [-1.740, 4.250, 0.514], [-0.905, 1.848, 0.934], [1.924, 2.820, 2.111], [1.316, 2.020, 3.377], [3.176, 3.516, 2.472], [1.909, 1.943, 0.887], [-0.092, 4.537, -0.117], [1.195, 3.379, -0.058], [1.583, 5.031, 0.115], [-0.125, 6.032, 2.137], [1.594, 5.732, 2.524], [0.334, 5.070, 3.554], [-2.294, 4.071, 2.906], [1.910, 2.179, 4.109], [4.723, -0.385, -3.237], [3.526, -0.393, -2.403], [3.104, -1.764, -2.108], [3.678, 0.455, -1.170], [3.711, -0.341, 0.106], [4.949, -0.759, 0.580], [5.058, -1.512, 1.733], [3.904, -1.841, 2.417], [2.676, -1.403, 1.949], [2.520, -0.657, 0.781], [4.546, -0.990, -4.125], [5.579, -0.796, -2.700], [4.948, 0.632, -3.552], [2.664, 0.037, -3.005], [3.861, -2.278, -1.517], [2.934, -2.302, -3.038], [2.179, -1.738, -1.533], [2.822, 1.127, -1.116], [4.592, 1.040, -1.272], [5.847, -0.479, 0.042], [6.025, -1.838, 2.091], [3.960, -2.440, 3.318], [1.797, -1.671, 2.519]], "s2": 3.759, "fmax_ev_per_a": 1.3, "gap_ha": [0.284, 0.308], "spin_multiplicity": 4, "de_lowest_kj_mol": 75.92, "homo_energy_ev": [-7.11, -7.75]}


No. 5
{"formula": "C42H56BaClN6O2S2", "method": "ωB97M-V with the def2-TZVPD basis set", "symbols": ["Ba", "C", "C", "C", "C", "C", "C", "C", "C", "C", "C", "H", "H", "H", "H", "H", "H", "H", "H", "H", "H", "H", "H", "H", "H", "H", "O", "C", "C", "C", "C", "C", "C", "C", "C", "N", "H", "H", "H", "H", "H", "H", "H", "H", "H", "H", "H", "C", "C", "N", "C", "C", "S", "C", "C", "S", "C", "N", "C", "H", "H", "H", "H", "H", "H", "H", "H", "C", "C", "C", "C", "C", "O", "C", "C", "C", "C", "C", "C", "Cl", "C", "C", "C", "N", "C", "N", "C", "N", "H", "H", "H", "H", "H", "H", "H", "H", "H", "H", "H", "H", "H", "H", "H", "H", "H", "H", "H", "H", "H", "H"], "positions_angstrom": [[-0.657, -1.876, -0.465], [0.240, -4.660, 0.898], [-0.949, -4.167, 1.472], [-0.648, -2.939, 2.134], [0.730, -2.688, 1.955], [1.279, -3.733, 1.182], [2.746, -3.998, 0.968], [1.477, -1.495, 2.488], [-1.575, -2.177, 3.044], [-2.293, -4.844, 1.469], [0.471, -6.039, 0.345], [3.075, -3.908, -0.074], [3.004, -5.011, 1.287], [3.363, -3.315, 1.554], [1.621, -0.698, 1.739], [2.474, -1.767, 2.840], [0.945, -1.042, 3.324], [-1.484, -1.097, 2.944], [-1.365, -2.409, 4.092], [-2.620, -2.440, 2.866], [-2.927, -4.549, 0.623], [-2.854, -4.625, 2.378], [-2.189, -5.930, 1.416], [0.457, -6.116, -0.748], [-0.284, -6.738, 0.709], [1.441, -6.424, 0.667], [0.786, -3.640, -2.009], [0.443, -4.149, -3.302], [-0.348, -5.444, -3.226], [-1.577, -5.392, -2.305], [-2.618, -4.429, -2.788], [-3.582, -4.839, -3.705], [-4.509, -3.930, -4.180], [-4.448, -2.621, -3.728], [-3.465, -2.297, -2.815], [-2.568, -3.169, -2.342], [1.174, -4.333, -1.458], [1.350, -4.297, -3.893], [-0.142, -3.360, -3.778], [0.315, -6.244, -2.885], [-0.653, -5.716, -4.240], [-1.278, -5.123, -1.289], [-2.015, -6.390, -2.259], [-3.598, -5.870, -4.035], [-5.265, -4.236, -4.891], [-5.146, -1.870, -4.070], [-3.377, -1.284, -2.444], [3.235, -1.412, -1.199], [2.522, -0.519, -2.163], [1.237, -0.315, -2.175], [0.864, 0.565, -3.166], [1.892, 1.022, -3.925], [3.365, 0.343, -3.392], [-0.534, 1.015, -3.252], [-1.017, 1.891, -4.169], [-2.627, 2.306, -3.800], [-2.586, 1.245, -2.441], [-1.445, 0.632, -2.282], [-3.780, 1.088, -1.556], [2.528, -1.866, -0.507], [3.970, -0.848, -0.622], [3.764, -2.209, -1.720], [1.862, 1.730, -4.737], [-0.505, 2.331, -5.009], [-4.260, 2.049, -1.378], [-3.467, 0.673, -0.603], [-4.526, 0.428, -2.003], [2.379, 2.807, 2.594], [1.324, 3.337, 3.571], [2.063, 4.033, 4.724], [0.591, 2.125, 4.172], [0.322, 4.353, 2.918], [-0.809, 4.521, 3.773], [0.883, 5.787, 2.709], [2.073, 6.114, 1.786], [1.828, 5.877, 0.314], [0.809, 6.562, -0.346], [0.505, 6.302, -1.672], [1.237, 5.346, -2.358], [0.847, 4.998, -4.017], [2.287, 4.683, -1.746], [2.578, 4.961, -0.416], [-0.293, 3.922, 1.578], [-0.909, 2.607, 1.496], [-0.471, 1.580, 0.766], [-1.277, 0.544, 0.903], [-2.232, 1.023, 1.755], [-2.049, 2.268, 2.125], [3.016, 2.093, 3.120], [3.022, 3.590, 2.203], [1.932, 2.276, 1.753], [2.694, 3.308, 5.239], [1.376, 4.439, 5.472], [2.706, 4.841, 4.374], [1.300, 1.555, 4.777], [0.205, 1.447, 3.413], [-0.239, 2.427, 4.808], [-0.517, 4.892, 4.613], [1.129, 6.164, 3.704], [0.026, 6.384, 2.386], [2.974, 5.592, 2.105], [2.280, 7.177, 1.931], [0.233, 7.310, 0.186], [-0.289, 6.838, -2.175], [2.875, 3.968, -2.305], [3.406, 4.446, 0.057], [0.464, 3.936, 0.799], [-1.055, 4.659, 1.325], [0.402, 1.634, 0.132], [-3.080, 0.446, 2.089]], "fmax_ev_per_a": 0.6, "gap_ha": 0.257, "total_charge": 1, "de_lowest_kj_mol": 37.54, "homo_energy_ev": -9.03}


No. 6
{"formula": "C9H18O3Si3", "method": "ωB97M-V with the def2-TZVPD basis set", "symbols": ["O", "O", "O", "C", "C", "C", "C", "C", "C", "C", "C", "C", "Si", "Si", "Si", "H", "H", "H", "H", "H", "H", "H", "H", "H", "H", "H", "H", "H", "H", "H", "H", "H", "H"], "positions_angstrom": [[-1.003, -1.440, 0.914], [1.049, -0.272, -0.875], [0.480, 1.234, 1.601], [-0.733, -1.398, -3.186], [-3.209, 1.087, 0.087], [2.455, 3.107, -1.327], [-1.278, -1.204, -2.005], [-1.939, 1.311, 0.285], [2.032, 2.595, -0.168], [0.592, -3.107, -0.564], [-1.715, 0.022, 2.848], [2.697, -0.137, 1.327], [-0.172, -1.370, -0.545], [-0.771, 0.203, 1.217], [1.464, 0.857, 0.309], [-1.227, -1.231, -4.124], [0.257, -1.809, -3.221], [-3.711, 0.271, 0.602], [-3.895, 1.729, -0.446], [2.418, 2.519, -2.242], [2.660, 4.171, -1.429], [-2.276, -0.838, -1.887], [-1.435, 2.083, -0.205], [1.964, 3.201, 0.724], [1.556, -3.087, -0.994], [-0.040, -3.799, -1.151], [0.697, -3.476, 0.456], [-1.959, -1.052, 2.895], [-1.095, 0.240, 3.729], [-2.638, 0.593, 2.829], [2.960, -1.030, 0.739], [2.207, -0.445, 2.233], [3.608, 0.474, 1.573]], "fmax_ev_per_a": 8.7, "gap_ha": 0.345, "homo_energy_ev": -9.58}


No. 7
{"formula": "C6H10O", "method": "ωB97M-V with the def2-TZVPD basis set", "symbols": ["C", "C", "C", "C", "C", "H", "H", "H", "H", "H", "H", "H", "H", "C", "O", "H", "H"], "positions_angstrom": [[1.050, 0.294, -0.755], [1.661, -0.511, 0.107], [0.737, -1.518, 0.739], [-0.586, -1.328, -0.043], [-0.305, -0.237, -1.101], [1.520, 1.104, -1.301], [2.727, -0.497, 0.286], [1.122, -2.538, 0.632], [0.625, -1.334, 1.818], [-0.916, -2.271, -0.488], [-1.395, -0.976, 0.605], [-1.099, 0.563, -1.028], [-0.298, -0.583, -2.141], [-1.077, 2.051, -0.026], [0.022, 1.972, 0.476], [-1.267, 2.597, -0.970], [-1.977, 1.679, 0.493]], "fmax_ev_per_a": 1.4, "gap_ha": 0.357, "de_lowest_kj_mol": 180.68, "homo_energy_ev": -8.83, "smiles": "C1=CCCC1.C=O"}


No. 8
{"formula": "C31H32Br2Cl5N7ORe", "method": "ωB97M-V with the def2-TZVPD basis set", "symbols": ["Re", "Cl", "C", "C", "C", "Cl", "C", "Cl", "C", "Cl", "C", "Cl", "Br", "C", "C", "C", "Br", "C", "C", "C", "C", "N", "C", "C", "O", "H", "H", "H", "H", "C", "N", "C", "C", "N", "C", "C", "C", "C", "C", "C", "N", "C", "N", "C", "C", "N", "C", "C", "N", "C", "C", "H", "H", "H", "H", "H", "H", "H", "H", "H", "H", "H", "H", "H", "H", "H", "H", "H", "H", "H", "H", "H", "H", "H", "H", "H", "H", "H", "H"], "positions_angstrom": [[-0.330, 1.192, -0.296], [0.704, -1.972, 1.454], [0.322, -0.520, 2.276], [-0.513, 0.410, 1.723], [-0.957, 1.481, 2.687], [-1.568, 3.103, 0.062], [-0.154, 1.752, 3.905], [-0.866, 2.445, 5.349], [0.982, 0.863, 4.181], [2.035, 1.252, 5.491], [1.078, -0.310, 3.498], [2.261, -1.453, 3.960], [1.202, 4.407, -3.967], [-0.474, 3.550, -3.813], [-1.562, 3.942, -4.577], [-2.779, 3.298, -4.450], [-4.243, 3.920, -5.473], [-2.948, 2.213, -3.545], [-4.139, 1.489, -3.363], [-4.185, 0.501, -2.406], [-3.069, 0.260, -1.604], [-1.927, 0.919, -1.744], [-1.849, 1.865, -2.722], [-0.592, 2.548, -2.828], [0.353, 2.242, -2.031], [-1.452, 4.769, -5.264], [-5.011, 1.741, -3.948], [-5.086, -0.067, -2.242], [-3.113, -0.460, -0.798], [2.840, -1.245, -3.927], [2.292, -0.283, -2.992], [3.018, 0.966, -2.937], [1.317, -0.606, -2.123], [1.264, -0.064, -0.882], [2.448, 0.164, -0.193], [3.575, -0.655, -0.333], [4.680, -0.495, 0.476], [4.676, 0.466, 1.476], [3.577, 1.281, 1.646], [2.476, 1.174, 0.796], [1.282, 1.873, 0.995], [1.133, 2.763, 1.944], [1.997, 3.742, 2.209], [2.168, 4.394, 3.489], [2.836, 4.253, 1.145], [-0.098, 2.739, 2.726], [-2.457, 1.623, 2.734], [-0.735, 4.047, 2.864], [0.358, -1.462, -2.527], [-0.081, -1.532, -3.906], [-0.371, -2.285, -1.585], [3.926, -1.194, -3.854], [2.561, -1.032, -4.959], [2.525, -2.253, -3.671], [4.004, 0.832, -2.484], [2.456, 1.713, -2.383], [3.147, 1.328, -3.958], [3.557, -1.462, -1.046], [5.536, -1.138, 0.357], [5.511, 0.565, 2.147], [3.557, 1.957, 2.484], [1.772, 3.789, 4.301], [1.703, 5.381, 3.497], [3.239, 4.531, 3.658], [2.404, 3.987, 0.181], [3.857, 3.869, 1.197], [2.857, 5.340, 1.237], [-2.874, 0.618, 2.785], [-2.841, 2.100, 1.835], [-2.788, 2.167, 3.612], [-0.430, 4.663, 2.023], [-0.469, 4.522, 3.804], [-1.814, 3.938, 2.815], [0.233, -0.641, -4.444], [-1.171, -1.576, -3.921], [0.302, -2.413, -4.424], [0.324, -2.792, -0.920], [-0.929, -3.041, -2.133], [-1.056, -1.693, -0.972]], "s2": 3.809, "fmax_ev_per_a": 3.1, "gap_ha": [0.241, 0.205], "spin_multiplicity": 4, "total_charge": 2, "de_lowest_kj_mol": 0.00, "homo_energy_ev": [-12.53, -12.62]}